Entry 1:
{
  "formula": "H12N2Si4",
  "method": "the ωB97M-V functional and the def2-TZVPD basis",
  "e_tot_ev": -34681.07675,
  "homo_lumo_gap_ev": 7.696,
  "relative_energy_kcal_mol": 82.4,
  "homo_ev": -8.9553,
  "lumo_energy_ev": -1.26,
  "elements": ["N", "N", "Si", "Si", "Si", "Si", "H", "H", "H", "H", "H", "H", "H", "H", "H", "H", "H", "H"],
  "coordinates": [[-0.1977, 0.4753, -1.9545], [-0.7122, -1.0921, 1.3804], [1.3483, 0.2250, -1.4834], [-1.1377, 1.8952, -2.1088], [-1.7149, -1.1702, 0.1333], [-0.1946, -1.1724, 2.9360], [2.4112, 1.0696, -1.1096], [4.4133, 0.0692, 0.7772], [1.4075, -1.1212, -2.0925], [-0.5517, 3.1777, -2.5609], [-2.3530, 1.5491, -2.9602], [-1.7933, 2.2836, -0.8431], [-3.1609, -0.8614, 0.2487], [-1.6993, -2.2086, -0.8153], [4.0756, 0.1608, 0.0264], [-1.0364, -0.1746, 3.7450], [-0.2774, -2.3521, 3.8387], [1.1733, -0.7528, 2.8427]]
}


Entry 2:
{
  "formula": "H12N2Si4",
  "method": "the ωB97M-V functional and the def2-TZVPD basis",
  "e_tot_ev": -34681.58733,
  "homo_lumo_gap_ev": 8.412,
  "relative_energy_kcal_mol": 70.6,
  "homo_ev": -9.0402,
  "lumo_energy_ev": -0.63,
  "elements": ["N", "N", "Si", "Si", "Si", "Si", "H", "H", "H", "H", "H", "H", "H", "H", "H", "H", "H", "H"],
  "coordinates": [[1.3961, -0.4263, 0.4946], [-1.9286, 1.2000, 0.5723], [0.4778, -1.3828, -0.4432], [2.6894, 0.0934, 1.5366], [-0.6077, 2.1136, 0.3333], [-3.0815, -0.1457, 0.5016], [0.5743, -2.8053, -0.0291], [1.2444, -1.1207, -4.3494], [-0.7151, -1.0838, -1.3174], [3.6050, -0.8746, 2.2179], [3.3700, 1.3001, 1.0680], [1.9740, 0.5126, 2.7115], [-0.2088, 2.7755, 1.5468], [0.1192, 2.3709, -0.8845], [1.2362, -0.7734, -5.1150], [-4.1593, -0.0473, 1.4431], [-3.7801, -0.3842, -0.8045], [-2.2054, -1.3222, 0.5175]]
}


Entry 3:
{
  "formula": "H12NO4",
  "method": "the ωB97M-V functional and the def2-TZVPD basis",
  "e_tot_ev": -9869.24027,
  "homo_lumo_gap_ev": 11.855,
  "relative_energy_kcal_mol": 18.8,
  "homo_ev": -14.8036,
  "lumo_energy_ev": -2.95,
  "charge": 1,
  "elements": ["N", "H", "H", "H", "H", "H", "H", "O", "H", "H", "O", "H", "H", "O", "H", "H", "O"],
  "coordinates": [[-1.4747, -0.1012, -0.0323], [-0.9035, 0.1266, 0.7648], [-0.8179, -0.0459, -0.8481], [-1.8652, -1.0520, 0.0609], [-2.2562, 0.5030, -0.2556], [4.2222, 0.8030, 2.4672], [3.7038, 2.2160, 2.7847], [3.4085, 1.3443, 2.5043], [0.2512, 1.1725, -3.1249], [-0.0621, -0.3189, -3.1693], [-0.4310, 0.4802, -2.8010], [-1.6644, -3.1556, -1.7588], [-2.6249, -3.1292, -0.5341], [-1.8219, -2.7497, -0.8897], [0.4086, 1.9628, 1.6830], [1.3948, 0.9439, 1.7960], [0.5328, 1.0001, 1.3530]]
}


Entry 4:
{
  "formula": "H12NiO6",
  "method": "the ωB97M-V functional and the def2-TZVPD basis",
  "e_tot_ev": -53508.06729,
  "homo_lumo_gap_ev": [12.803, 12.339],
  "relative_energy_kcal_mol": 15.6,
  "homo_ev": [-20.0571, -19.9963],
  "s_squared": 2.003,
  "spin_multiplicity": 3,
  "lumo_energy_ev": [-7.25, -7.66],
  "charge": 2,
  "elements": ["Ni", "O", "H", "H", "O", "H", "H", "O", "H", "H", "O", "H", "H", "O", "H", "H", "O", "H", "H"],
  "coordinates": [[0.0630, 0.0772, 0.0163], [0.0493, -0.1212, 2.0520], [-0.7436, -0.2910, 2.5926], [0.4666, 0.6603, 2.4849], [-1.5049, 1.2501, 0.1087], [-2.0283, 1.5990, 0.8393], [-2.2141, 1.1700, -0.5306], [-0.1087, 0.2762, -2.1388], [0.6021, 0.6784, -2.6408], [-0.6154, -0.1699, -2.7804], [1.4886, -1.1509, -0.3832], [2.0563, -1.0356, -1.1549], [1.5564, -2.0866, -0.1521], [1.4487, 1.5663, 0.1953], [1.4992, 2.0244, 1.0028], [2.3835, 1.3304, 0.0002], [-1.2857, -1.6003, 0.1138], [-1.9531, -1.9314, -0.4889], [-1.1599, -2.2454, 0.8639]]
}


Entry 5:
{
  "formula": "H12O5S",
  "method": "the ωB97M-V functional and the def2-TZVPD basis",
  "e_tot_ev": -21267.69582,
  "homo_lumo_gap_ev": 10.287,
  "relative_energy_kcal_mol": 8.0,
  "smiles": "O.O.O.O.O.S",
  "homo_ev": -9.9412,
  "lumo_energy_ev": 0.35,
  "elements": ["O", "H", "H", "O", "H", "H", "O", "H", "H", "O", "H", "H", "O", "H", "H", "S", "H", "H"],
  "coordinates": [[0.3514, 2.8460, 0.7512], [0.1372, 2.2685, -0.0105], [1.1986, 2.4669, 0.9014], [-1.2423, 0.3398, 1.2835], [-1.6417, 1.2383, 1.4761], [-1.7169, 0.1162, 0.4704], [1.5188, 0.4603, 1.4421], [1.8817, -0.2823, 1.9717], [0.5480, 0.2205, 1.4593], [-2.0357, 0.3738, -1.3537], [-2.3483, 1.0618, -1.8318], [-1.0686, 0.5628, -1.3565], [0.7202, 0.7554, -1.3774], [1.2130, 0.5153, -0.5365], [1.2252, 0.3415, -2.0952], [0.3871, -2.5119, -0.3970], [0.0080, -3.7278, -0.8844], [-0.1289, -2.7950, 0.8223]]
}


Entry 6:
{
  "formula": "H12O6",
  "method": "the ωB97M-V functional and the def2-TZVPD basis",
  "e_tot_ev": -12479.37649,
  "homo_lumo_gap_ev": [3.472, 10.991],
  "relative_energy_kcal_mol": 16.2,
  "homo_ev": [0.1320, -7.4984],
  "s_squared": 0.750,
  "spin_multiplicity": 2,
  "lumo_energy_ev": [3.60, 3.49],
  "charge": -1,
  "elements": ["O", "H", "H", "O", "H", "H", "O", "H", "H", "O", "H", "H", "O", "H", "H", "O", "H", "H"],
  "coordinates": [[-20.2957, 10.3560, 3.8097], [-19.7526, 9.5702, 3.7480], [-19.8002, 11.0276, 3.3411], [-15.1064, 9.5976, 3.7738], [-14.7780, 8.7185, 3.9628], [-15.5257, 9.5180, 2.9170], [-18.4833, 9.2943, 1.6249], [-18.4519, 9.9501, 0.9284], [-17.5656, 9.1328, 1.8441], [-15.9479, 9.3785, 1.3532], [-15.3254, 10.0242, 1.0188], [-15.9991, 8.7156, 0.6647], [-19.0522, 11.4237, -1.1461], [-19.8801, 11.1355, -1.5305], [-18.4118, 11.3196, -1.8498], [-19.2551, 8.0561, -0.7427], [-19.1834, 8.2081, 0.1996], [-18.3701, 7.8130, -1.0146]]
}


Entry 7:
{
  "formula": "H12O6",
  "method": "the ωB97M-V functional and the def2-TZVPD basis",
  "e_tot_ev": -12479.79617,
  "homo_lumo_gap_ev": 10.648,
  "relative_energy_kcal_mol": 30.4,
  "smiles": "O.O.O.O.O.O",
  "homo_ev": -10.6411,
  "lumo_energy_ev": 0.01,
  "elements": ["O", "H", "H", "O", "H", "H", "O", "H", "H", "O", "H", "H", "O", "H", "H", "O", "H", "H"],
  "coordinates": [[-0.0465, 0.3074, -0.3427], [-0.8774, -0.0360, -0.6943], [-0.2645, 0.5898, 0.5542], [0.5291, -0.1543, 2.3637], [0.4609, -0.8451, 1.6949], [0.8573, -0.5981, 3.1518], [2.4549, 1.8653, -0.2780], [1.6005, 1.5360, 0.0245], [2.8282, 1.1203, -0.7558], [1.2497, 2.3620, 3.6028], [0.6590, 3.1190, 3.6214], [0.8312, 1.7273, 3.0086], [-1.9948, -0.6126, -2.3771], [-2.9083, -0.8743, -2.2146], [-1.9845, -0.2964, -3.2864], [-1.0083, -3.2806, -2.3871], [-0.9780, -3.5324, -3.3133], [-1.4084, -2.3972, -2.3727]]
}


Entry 8:
{
  "formula": "H12O6",
  "method": "the ωB97M-V functional and the def2-TZVPD basis",
  "e_tot_ev": -12478.92551,
  "homo_lumo_gap_ev": 10.573,
  "relative_energy_kcal_mol": 50.5,
  "smiles": "O.O.O.O.O.O",
  "homo_ev": -10.5149,
  "lumo_energy_ev": 0.06,
  "elements": ["O", "H", "H", "O", "H", "H", "O", "H", "H", "O", "H", "H", "O", "H", "H", "O", "H", "H"],
  "coordinates": [[-40.6934, -9.9792, -15.3991], [-39.9274, -10.3336, -15.9487], [-41.2999, -10.8267, -15.3291], [-41.5370, -13.2351, -19.1313], [-41.9690, -12.4957, -18.7400], [-41.2221, -13.7448, -18.4063], [-40.5037, -13.9720, -14.3946], [-40.1582, -13.6595, -13.5461], [-41.1646, -13.2626, -14.5221], [-44.5394, -11.6278, -13.5991], [-44.5358, -11.9515, -12.7679], [-44.6704, -10.6904, -13.4981], [-42.3874, -12.2207, -15.2270], [-42.8468, -12.3241, -16.1429], [-43.1869, -12.0429, -14.9644], [-43.9897, -12.0001, -17.5689], [-44.7516, -11.4740, -17.4058], [-44.2286, -12.6386, -18.2128]]
}


Entry 9:
{
  "formula": "H12O6",
  "method": "the ωB97M-V functional and the def2-TZVPD basis",
  "e_tot_ev": -12479.81458,
  "homo_lumo_gap_ev": 10.763,
  "relative_energy_kcal_mol": 30.0,
  "smiles": "O.O.O.O.O.O",
  "homo_ev": -10.7557,
  "lumo_energy_ev": 0.01,
  "elements": ["O", "H", "H", "O", "H", "H", "O", "H", "H", "O", "H", "H", "O", "H", "H", "O", "H", "H"],
  "coordinates": [[-0.9604, -0.8924, 0.1487], [-0.9844, -0.4864, -0.7463], [-1.4434, -0.1934, 0.7047], [1.4686, 1.7476, -1.0453], [2.0756, 1.0176, -1.0783], [0.7626, 1.3396, -1.5343], [-1.8014, 1.3086, 1.7977], [-0.9104, 1.7186, 1.6477], [-2.3844, 1.9406, 1.4517], [-0.5314, 0.2586, -2.4513], [-0.0084, -0.3784, -2.9913], [-0.6824, 1.0586, -2.9653], [0.9736, -0.3874, 2.4377], [0.5226, -0.3694, 1.5927], [0.8996, 0.5456, 2.7387], [1.2416, -2.6394, -0.1633], [0.3606, -2.3104, -0.0173], [1.4016, -3.2774, 0.4737]]
}


Entry 10:
{
  "formula": "H12O6",
  "method": "the ωB97M-V functional and the def2-TZVPD basis",
  "e_tot_ev": -12479.59127,
  "homo_lumo_gap_ev": 11.132,
  "relative_energy_kcal_mol": 35.1,
  "smiles": "O.O.O.O.O.O",
  "homo_ev": -11.0388,
  "lumo_energy_ev": 0.09,
  "elements": ["O", "H", "H", "O", "H", "H", "O", "H", "H", "O", "H", "H", "O", "H", "H", "O", "H", "H"],
  "coordinates": [[17.5700, -9.5310, -15.9060], [16.9540, -10.1280, -15.5020], [18.3990, -9.6720, -15.4490], [14.5170, -7.4330, -19.1730], [14.0610, -6.9070, -19.8270], [14.3120, -7.0170, -18.3190], [17.2330, -6.7320, -15.7830], [16.7160, -6.3050, -16.4690], [17.2070, -7.6430, -15.9990], [12.5180, -9.4110, -19.4490], [13.2020, -8.7580, -19.3820], [11.7670, -9.0950, -19.9330], [14.7340, -11.1890, -15.6750], [15.5490, -11.4730, -15.2370], [14.9620, -11.0590, -16.6030], [15.4090, -9.7180, -18.0330], [16.2640, -9.8670, -17.6830], [15.4360, -8.9280, -18.6000]]
}


Entry 11:
{
  "formula": "H12O6",
  "method": "the ωB97M-V functional and the def2-TZVPD basis",
  "e_tot_ev": -12479.55347,
  "homo_lumo_gap_ev": 10.863,
  "relative_energy_kcal_mol": 36.0,
  "smiles": "O.O.O.O.O.O",
  "homo_ev": -10.5571,
  "lumo_energy_ev": 0.31,
  "elements": ["O", "H", "H", "O", "H", "H", "O", "H", "H", "O", "H", "H", "O", "H", "H", "O", "H", "H"],
  "coordinates": [[2.1503, 0.4147, 0.6979], [2.8003, -0.1373, 0.2319], [1.2193, 0.0827, 0.6719], [-0.9967, 1.1137, 2.2739], [-0.7117, 0.4527, 2.8989], [-0.2197, 1.6817, 2.0349], [-2.2067, 2.9587, 0.4499], [-3.0407, 3.2197, 0.7789], [-1.7157, 2.4137, 1.0799], [0.4233, -2.9113, -1.7741], [0.9063, -3.7413, -1.9371], [0.5943, -2.4253, -2.6121], [0.7853, 0.1807, -2.0631], [0.3903, -0.1913, -1.2691], [1.5563, -0.3623, -2.2171], [-0.2817, -0.8443, 0.2509], [-0.9337, -0.3573, 0.6939], [-0.7187, -1.5483, -0.1901]]
}


Entry 12:
{
  "formula": "H12O6",
  "method": "the ωB97M-V functional and the def2-TZVPD basis",
  "e_tot_ev": -12480.27334,
  "homo_lumo_gap_ev": 11.371,
  "relative_energy_kcal_mol": 19.4,
  "smiles": "O.O.O.O.O.O",
  "homo_ev": -11.0313,
  "lumo_energy_ev": 0.34,
  "elements": ["O", "H", "H", "O", "H", "H", "O", "H", "H", "O", "H", "H", "O", "H", "H", "O", "H", "H"],
  "coordinates": [[13.4851, 2.5266, -26.0695], [13.5229, 2.2920, -25.1289], [12.5429, 2.5143, -26.2693], [10.3102, -0.9043, -22.9018], [10.1248, -0.9958, -23.8431], [11.2660, -1.0845, -22.8203], [13.1978, -0.8579, -23.3611], [13.7770, -1.4996, -23.7887], [13.6949, -0.0241, -23.3401], [14.8876, 4.6030, -23.4817], [15.8339, 4.5059, -23.6368], [14.5298, 3.7146, -23.6055], [11.0502, 1.3592, -21.2512], [10.4294, 0.7118, -21.6509], [11.3356, 0.9603, -20.4207], [12.8387, 2.3186, -23.1079], [12.7967, 3.1818, -22.6722], [12.1908, 1.7704, -22.6100]]
}